(1)
{"formula": "C12H32N3O10PS2V", "method": "ωB97M-V/def2-TZVPD", "species": ["O", "V", "O", "C", "O", "O", "H", "O", "C", "O", "O", "H", "O", "P", "N", "C", "C", "N", "C", "C", "N", "C", "C", "H", "H", "H", "H", "H", "H", "H", "H", "H", "H", "H", "H", "H", "H", "H", "H", "H", "H", "C", "S", "O", "C", "H", "H", "H", "H", "H", "H", "C", "S", "O", "C", "H", "H", "H", "H", "H", "H"], "xyz": [[-4.423, 0.599, -7.630], [-4.410, -0.954, -7.901], [-7.820, -2.210, -6.160], [-6.766, -1.696, -6.779], [-6.706, -1.303, -7.989], [-5.656, -1.567, -6.237], [-8.654, -2.041, -6.604], [-0.327, -1.301, -7.138], [-1.664, -1.216, -7.399], [-2.539, -1.359, -6.564], [-2.170, -0.925, -8.483], [-0.448, -1.321, -6.186], [-6.060, 1.014, -1.585], [-5.100, 2.097, -1.831], [-5.886, 3.586, -1.862], [-6.285, 4.358, -0.652], [-6.816, 3.936, -2.980], [-4.405, 2.081, -3.406], [-4.180, 0.655, -3.951], [-3.516, 3.130, -3.839], [-3.745, 2.235, -0.707], [-2.982, 3.532, -0.668], [-3.201, 1.140, -0.005], [-5.650, 4.049, 0.178], [-7.253, 4.000, -0.300], [-6.346, 5.439, -0.777], [-7.756, 3.385, -3.013], [-6.344, 3.742, -3.943], [-7.054, 4.998, -3.042], [-3.544, 0.127, -3.240], [-5.167, 0.199, -4.018], [-3.625, 0.655, -4.890], [-2.522, 2.934, -3.436], [-3.557, 3.219, -4.925], [-3.890, 4.029, -3.350], [-3.349, 4.191, -1.454], [-2.919, 3.950, 0.337], [-1.955, 3.237, -0.887], [-2.544, 1.397, 0.826], [-2.722, 0.342, -0.573], [-4.104, 0.716, 0.433], [-3.709, 1.081, -11.788], [-5.188, 0.270, -11.126], [-4.746, -0.634, -9.962], [-6.084, 1.738, -10.380], [-4.012, 1.751, -12.592], [-2.926, 0.369, -12.051], [-3.277, 1.695, -10.998], [-5.361, 2.379, -9.875], [-6.920, 1.388, -9.776], [-6.440, 2.520, -11.051], [-4.266, -4.781, -6.708], [-4.210, -4.565, -8.515], [-4.471, -3.075, -8.556], [-2.389, -4.645, -8.791], [-5.292, -4.837, -6.344], [-3.817, -3.850, -6.365], [-3.714, -5.648, -6.344], [-2.347, -4.883, -9.854], [-1.934, -5.412, -8.163], [-1.891, -3.699, -8.578]], "forces_ev_per_a": [[0.04, -1.47, -0.03], [-1.62, 1.81, 0.15], [0.30, -0.04, 0.66], [2.06, 1.51, -2.95], [-1.76, -0.22, -0.75], [1.48, -1.24, 3.28], [0.13, 0.13, -0.55], [-1.69, 0.11, -0.11], [-1.11, 0.92, -1.97], [-0.92, -1.67, 5.62], [1.58, 0.48, -4.47], [1.01, -0.23, 0.81], [0.73, -0.81, 0.27], [1.31, 1.19, -0.81], [-0.50, 2.20, 0.00], [0.16, -2.01, 0.28], [0.95, -0.64, -0.63], [-1.36, -2.11, 0.42], [-0.08, 1.70, 1.12], [-0.40, -0.36, 0.88], [-1.58, 3.14, -1.93], [0.20, -2.10, -0.46], [-1.29, -1.40, 1.06], [0.42, 0.48, -0.05], [-0.46, 0.16, -0.20], [0.40, -0.11, -0.29], [-0.05, -0.19, 0.51], [0.20, -0.28, 0.07], [0.17, 0.12, 0.68], [-0.09, -0.35, 0.07], [0.37, -0.21, -0.21], [-0.42, 0.31, -0.14], [0.52, 0.23, -0.47], [0.28, 0.06, 0.04], [0.15, 0.33, -0.46], [0.08, 0.19, 0.60], [-0.61, 0.28, 0.01], [0.29, 0.38, -0.33], [0.00, 0.45, -0.11], [0.24, 0.16, -0.43], [0.32, -0.85, 0.45], [0.04, 0.66, 1.04], [-0.23, -0.45, 1.29], [-0.16, 0.90, -1.66], [1.04, 0.49, -0.25], [0.00, -0.30, -0.20], [-0.51, -0.24, -0.26], [-0.05, 0.04, 0.15], [0.15, -0.73, 0.95], [0.43, -0.19, 0.12], [-0.34, -0.79, -1.04], [0.31, -0.19, -0.05], [0.94, 1.33, 1.37], [-0.36, -0.01, -0.62], [-0.64, -0.47, 0.03], [-0.03, 0.07, -0.35], [0.05, -0.04, 0.21], [0.03, -0.03, -0.19], [0.48, -0.03, 0.11], [-0.13, -0.23, -0.25], [-0.50, 0.18, -0.03]], "orbital_gap_ev": [8.1, 8.1], "e_homo_ha": [-0.2836, -0.2836], "spin_multiplicity": 2}



(2)
{"formula": "C29H29IrN5O2", "method": "ωB97M-V/def2-TZVPD", "species": ["Ir", "C", "N", "C", "C", "C", "C", "C", "C", "N", "C", "C", "C", "C", "C", "C", "N", "C", "C", "C", "C", "C", "N", "H", "H", "H", "H", "H", "H", "H", "H", "H", "H", "H", "H", "H", "H", "H", "H", "H", "H", "N", "C", "C", "C", "O", "O", "H", "H", "H", "H", "H", "H", "C", "C", "C", "C", "C", "C", "C", "C", "H", "H", "H", "H", "H"], "xyz": [[0.090, 0.355, -0.456], [-1.667, -2.481, -0.252], [-0.235, -2.133, -0.232], [0.433, -2.646, 0.990], [-0.342, -2.214, 2.193], [-1.066, -3.091, 2.961], [-1.946, -2.637, 3.941], [-2.126, -1.252, 4.067], [-1.392, -0.388, 3.314], [-0.440, -0.846, 2.421], [0.432, -2.646, -1.433], [-0.035, -1.911, -2.661], [-0.384, -2.559, -3.836], [-0.772, -1.799, -4.929], [-0.817, -0.418, -4.814], [-0.481, 0.150, -3.597], [-0.093, -0.581, -2.557], [-2.615, -1.317, -0.387], [-3.977, -1.584, -0.496], [-4.856, -0.533, -0.675], [-4.356, 0.763, -0.712], [-2.997, 0.951, -0.548], [-2.152, -0.070, -0.395], [-1.938, -3.008, 0.668], [-1.874, -3.167, -1.079], [1.458, -2.264, 1.007], [0.465, -3.742, 0.970], [-0.945, -4.153, 2.799], [-2.487, -3.328, 4.559], [-2.839, -0.857, 4.772], [-1.476, 0.683, 3.390], [0.255, -3.722, -1.550], [1.508, -2.491, -1.317], [-0.349, -3.635, -3.899], [-1.042, -2.279, -5.855], [-1.113, 0.207, -5.641], [-0.524, 1.223, -3.466], [-4.330, -2.603, -0.443], [-5.913, -0.719, -0.784], [-5.005, 1.611, -0.859], [-2.568, 1.945, -0.531], [2.470, 0.617, -1.118], [2.685, 1.653, -2.139], [2.129, 3.014, -1.753], [0.549, 2.986, -1.775], [0.004, 3.380, -2.776], [0.058, 2.496, -0.724], [2.997, 0.865, -0.283], [2.855, -0.256, -1.471], [2.233, 1.310, -3.074], [3.760, 1.796, -2.324], [2.440, 3.756, -2.487], [2.446, 3.311, -0.756], [0.325, 0.048, 1.730], [1.141, 0.983, 1.994], [2.073, 1.933, 2.333], [3.418, 1.560, 2.615], [4.284, 2.475, 3.157], [3.863, 3.783, 3.415], [2.570, 4.184, 3.072], [1.686, 3.290, 2.521], [3.727, 0.540, 2.435], [5.292, 2.179, 3.409], [4.542, 4.486, 3.874], [2.270, 5.206, 3.246], [0.691, 3.589, 2.233]], "forces_ev_per_a": [[0.28, -1.76, -0.68], [-0.17, -0.04, -0.04], [0.17, 0.41, 0.20], [0.12, -0.01, -0.35], [0.11, 1.46, -0.10], [-0.23, -0.06, 0.65], [0.48, 0.87, -0.52], [-0.27, -0.89, 0.30], [1.17, -0.10, -0.71], [-2.17, -2.20, 1.39], [0.25, -0.06, -0.16], [-0.16, -0.13, -0.27], [0.12, 0.10, 0.26], [-0.01, 0.22, -0.01], [0.05, -0.31, 0.08], [-0.13, 0.20, -0.50], [-0.05, 0.40, 0.52], [-0.18, -0.28, 0.02], [0.22, 0.27, 0.01], [0.13, 0.09, 0.02], [0.10, -0.21, 0.06], [-0.43, 0.54, 0.00], [2.11, 0.74, 0.16], [0.02, -0.05, -0.27], [0.06, -0.02, 0.07], [-0.11, -0.06, 0.01], [0.06, 0.04, 0.09], [0.05, -0.01, -0.10], [-0.18, -0.17, 0.15], [-0.07, 0.11, 0.07], [0.07, 0.11, -0.03], [0.06, 0.03, 0.01], [-0.02, -0.04, 0.05], [0.03, -0.11, 0.02], [-0.03, -0.08, -0.14], [-0.03, 0.07, -0.05], [0.02, 0.16, 0.13], [-0.01, -0.10, -0.07], [-0.13, -0.01, -0.01], [-0.01, 0.08, 0.01], [0.17, -0.02, -0.11], [-1.64, -0.21, 0.96], [0.40, 0.77, -0.57], [-1.36, 0.06, -0.11], [3.42, 0.49, -1.43], [-1.03, 0.02, -0.38], [-2.10, -1.38, 2.24], [-0.05, -0.04, 0.01], [-0.15, -0.03, 0.18], [0.02, 0.03, 0.10], [-0.15, -0.38, 0.04], [0.17, -0.09, 0.08], [0.25, 0.00, 0.09], [2.24, 3.13, -0.91], [-2.15, -2.50, -0.65], [1.33, 1.56, 0.42], [-0.87, -0.09, -0.18], [0.19, 0.46, 0.17], [-0.29, -0.34, -0.23], [0.48, 0.16, 0.12], [-0.06, -0.86, -0.13], [0.05, -0.11, 0.06], [0.05, -0.02, -0.02], [0.06, 0.05, 0.00], [-0.06, 0.06, -0.02], [-0.14, 0.05, 0.02]], "orbital_gap_ev": [5.0, 6.4], "e_homo_ha": [-0.4455, -0.4917], "spin_multiplicity": 2, "total_charge": 2}



(3)
{"formula": "C2H4N4O2", "method": "ωB97M-V/def2-TZVPD", "species": ["C", "C", "H", "H", "H", "H", "N", "N", "N", "N", "O", "O"], "xyz": [[-1.008, -0.441, 0.371], [0.858, 0.645, -0.625], [-0.167, -2.591, 0.529], [1.855, -1.314, 1.187], [-2.462, -0.797, 1.529], [-0.282, 2.357, -0.485], [1.097, -1.759, 0.177], [0.420, -0.442, 0.075], [-1.640, -1.326, 1.287], [-0.370, 1.401, -0.766], [-1.314, 0.884, 0.166], [1.990, 1.116, -0.997]], "forces_ev_per_a": [[1.17, -0.21, 4.95], [2.15, 3.05, -0.88], [4.03, 2.85, -0.13], [-3.00, -2.88, -3.24], [-0.91, -0.11, 0.13], [0.33, 0.70, -0.04], [-0.68, 1.49, 3.97], [-1.83, -3.59, -0.62], [3.66, 3.74, -5.29], [0.84, -0.59, 0.00], [-1.17, -1.70, -0.39], [-4.60, -2.75, 1.55]], "relative_energy_kcal_mol": 153.5, "orbital_gap_ev": 9.4, "e_homo_ha": -0.3584}



(4)
{"formula": "C3H3N3", "method": "ωB97M-V/def2-TZVPD", "species": ["N", "C", "C", "N", "C", "N", "H", "H", "H"], "xyz": [[-0.858, 2.669, -0.168], [-0.545, 1.556, -0.238], [-0.180, 0.167, -0.229], [-1.168, -0.795, -0.496], [1.061, -0.134, 0.115], [2.206, -0.443, 0.416], [-1.869, -0.937, 0.211], [-0.915, -1.595, -1.047], [2.267, -0.487, 1.435]], "forces_ev_per_a": [[0.27, -1.00, -0.13], [-0.22, 1.01, 0.04], [0.21, 0.13, 0.06], [-0.33, 0.08, -0.35], [0.18, -0.12, 0.30], [-0.70, 0.19, -0.14], [0.10, -0.15, 0.03], [0.05, -0.03, 0.12], [0.43, -0.09, 0.05]], "relative_energy_kcal_mol": 40.2, "orbital_gap_ev": 9.6, "e_homo_ha": -0.3357, "smiles": "N#CC(N)=C=N"}



(5)
{"formula": "C5H18B2Be2Cl10", "method": "ωB97M-V/def2-TZVPD", "species": ["Be", "Be", "B", "H", "H", "H", "H", "B", "H", "H", "H", "H", "C", "Cl", "Cl", "H", "H", "C", "Cl", "Cl", "H", "H", "C", "Cl", "Cl", "H", "H", "C", "Cl", "Cl", "H", "H", "C", "Cl", "Cl", "H", "H"], "xyz": [[-22.370, 11.041, 3.103], [-18.556, 11.568, 4.552], [-20.924, 10.735, 5.231], [-20.864, 11.813, 5.217], [-21.922, 10.430, 5.503], [-20.654, 10.250, 4.306], [-20.259, 10.382, 6.004], [-19.927, 11.786, 2.281], [-19.737, 10.740, 2.466], [-20.396, 12.253, 3.134], [-18.975, 12.290, 2.218], [-20.522, 11.844, 1.383], [-22.063, 8.441, -1.375], [-21.269, 9.916, -0.730], [-23.768, 8.527, -0.959], [-21.951, 8.432, -2.459], [-21.587, 7.584, -0.898], [-17.101, 14.985, 0.891], [-16.770, 13.540, 1.894], [-18.221, 16.051, 1.720], [-16.233, 15.568, 0.584], [-17.569, 14.714, -0.055], [-22.810, 15.800, 2.281], [-22.325, 14.138, 2.553], [-21.433, 16.728, 1.559], [-23.680, 15.819, 1.624], [-23.167, 16.290, 3.186], [-20.493, 14.060, -0.861], [-22.231, 14.427, -1.139], [-19.828, 13.020, -2.105], [-19.964, 15.012, -0.820], [-20.298, 13.614, 0.115], [-17.884, 10.304, 0.103], [-16.468, 9.901, 1.082], [-17.736, 9.789, -1.569], [-18.789, 9.858, 0.517], [-18.002, 11.387, 0.101]], "forces_ev_per_a": [[3.80, 0.76, 1.31], [-1.69, -0.28, -0.78], [-0.09, 1.14, -1.67], [0.18, 4.22, -0.45], [-4.35, -1.13, 1.67], [1.23, -1.87, -3.91], [2.22, -2.13, 3.03], [-1.23, -1.44, 0.73], [0.66, -4.05, 0.88], [-2.31, 1.90, 3.53], [3.38, 2.52, -0.66], [-1.96, 0.51, -3.88], [0.27, 0.38, 0.18], [0.02, -0.21, -0.08], [-0.23, -0.32, -0.03], [0.00, 0.03, 0.25], [-0.22, 0.13, -0.15], [-0.27, 0.20, -0.64], [0.48, 0.55, -0.64], [-0.06, 0.19, 0.16], [0.34, -0.40, 0.74], [-0.09, -0.54, 0.30], [-0.51, 1.42, -0.58], [0.36, -0.66, 0.29], [-1.15, -0.56, 0.56], [0.48, -0.16, -0.41], [0.67, -0.25, 0.21], [0.05, 0.69, 0.44], [0.60, -0.32, 0.27], [0.11, -0.03, -0.02], [-0.15, -0.01, -0.48], [-0.63, -0.26, -0.13], [-0.43, 0.45, -0.04], [-0.15, -0.05, 0.09], [0.14, -0.15, -0.16], [0.39, -0.11, 0.04], [0.14, -0.14, 0.04]], "orbital_gap_ev": [4.0, 4.7], "e_homo_ha": [-0.4537, -0.4780], "spin_multiplicity": 2, "total_charge": 1}



(6)
{"formula": "C17H25GaN2O6S2", "method": "ωB97M-V/def2-TZVPD", "species": ["Ga", "C", "O", "C", "C", "O", "C", "C", "O", "C", "H", "H", "H", "H", "H", "H", "H", "H", "H", "H", "H", "H", "H", "H", "S", "C", "N", "C", "C", "C", "C", "H", "H", "H", "H", "H", "N", "C", "C", "C", "C", "C", "C", "S", "O", "O", "O", "H", "H", "H", "H", "H", "H"], "xyz": [[-0.870, -0.448, 0.140], [-4.004, -1.606, -0.087], [-2.752, -1.616, -0.788], [-2.873, -1.575, -2.213], [-2.664, -0.175, -2.715], [-1.418, 0.254, -2.164], [-0.859, 1.430, -2.756], [0.600, 1.467, -2.392], [0.794, 1.396, -0.983], [0.793, 2.677, -0.344], [-4.604, -2.468, -0.377], [-4.562, -0.689, -0.287], [-3.776, -1.674, 0.974], [-3.845, -1.953, -2.534], [-2.098, -2.225, -2.620], [-3.465, 0.493, -2.389], [-2.623, -0.169, -3.806], [-1.389, 2.316, -2.397], [-0.957, 1.385, -3.844], [1.061, 2.370, -2.802], [1.095, 0.595, -2.820], [1.605, 3.294, -0.730], [0.945, 2.505, 0.718], [-0.156, 3.198, -0.492], [-0.973, -0.714, 3.097], [-2.038, 0.391, 3.834], [-1.680, 0.955, 5.020], [-2.428, 1.847, 5.720], [-3.636, 2.240, 5.247], [-4.077, 1.685, 4.032], [-3.303, 0.786, 3.346], [-0.789, 0.659, 5.393], [-2.006, 2.203, 6.649], [-4.235, 2.948, 5.800], [-5.048, 1.969, 3.643], [-3.646, 0.339, 2.426], [1.651, -2.839, -0.685], [2.857, -2.308, -0.772], [3.378, -1.570, 0.342], [4.592, -1.001, 0.261], [5.310, -1.066, -0.990], [4.827, -1.876, -2.081], [3.612, -2.441, -1.983], [5.981, 0.591, -1.513], [5.844, 1.622, -0.556], [6.068, 0.804, -2.908], [6.760, -0.660, -0.999], [1.323, -3.469, -1.401], [1.216, -2.927, 0.222], [2.794, -1.482, 1.250], [5.022, -0.456, 1.094], [5.436, -1.990, -2.971], [3.214, -3.020, -2.808]], "forces_ev_per_a": [[0.16, -0.09, -0.01], [-0.01, 0.00, -0.02], [-0.17, -0.04, 0.09], [-0.03, -0.10, -0.04], [0.02, 0.20, 0.16], [0.09, 0.03, -0.21], [-0.20, 0.02, 0.02], [0.12, -0.01, 0.14], [0.06, 0.13, -0.02], [-0.01, -0.09, -0.08], [0.00, -0.03, -0.02], [0.00, 0.01, -0.03], [0.04, -0.01, 0.03], [-0.01, -0.05, 0.06], [0.00, -0.05, 0.03], [-0.03, 0.06, -0.02], [0.01, 0.00, -0.03], [-0.05, 0.02, 0.00], [-0.03, 0.01, -0.02], [0.03, -0.02, -0.02], [0.04, 0.00, 0.00], [0.01, 0.02, 0.00], [-0.01, -0.01, 0.04], [-0.02, 0.02, 0.00], [-0.19, 0.12, -0.11], [-0.05, 0.04, 0.12], [-0.04, 0.04, 0.01], [0.18, -0.10, 0.02], [-0.16, 0.03, -0.08], [-0.03, 0.00, -0.01], [0.04, -0.02, 0.00], [0.05, 0.01, 0.04], [0.03, -0.05, -0.03], [0.02, -0.02, -0.02], [0.05, -0.03, 0.00], [-0.03, 0.03, -0.01], [0.22, -0.43, 0.13], [-0.09, 0.21, -0.04], [-0.10, -0.09, 0.07], [0.30, -0.18, 0.01], [0.02, 1.19, -0.40], [0.28, -0.12, 0.13], [-0.11, -0.08, -0.05], [-0.37, -0.46, 0.11], [0.01, 0.05, 0.01], [0.02, 0.01, -0.04], [0.13, -0.35, 0.15], [-0.07, 0.04, -0.05], [-0.15, 0.11, -0.01], [-0.02, -0.05, -0.05], [0.02, 0.00, -0.09], [0.01, 0.07, 0.07], [-0.04, 0.01, 0.07]], "relative_energy_kcal_mol": 0.0, "orbital_gap_ev": 5.2, "e_homo_ha": -0.4715, "total_charge": 2}